The following is a DFT calculation (ωB97M-V with the def2-TZVPD basis set) of an isolated molecule of C22H33N3O4.

Results
* orbital gap: 8.27 eV
* relative energy (zero: lowest compared OMol25 entry of this formula, charge and spin): 33.1 kcal per mole
* DFT total energy: -36010.3567 eV

Geometry (Å):
C (-1.404, 1.499, -3.536)
O (-0.558, 2.072, -2.566)
C (-1.065, 2.266, -1.311)
C (-2.382, 2.030, -0.936)
C (-2.773, 2.239, 0.374)
C (-1.871, 2.677, 1.338)
O (-2.379, 2.833, 2.601)
C (-1.490, 2.987, 3.677)
C (-0.642, 1.716, 3.981)
N (-0.740, 0.753, 2.906)
C (-1.875, -0.136, 3.031)
C (-2.049, -0.934, 1.743)
N (-0.838, -1.695, 1.484)
C (-0.968, -2.643, 0.388)
C (0.129, -3.709, 0.415)
C (0.941, -3.485, -0.841)
O (1.926, -4.077, -1.194)
N (0.330, -2.484, -1.567)
C (0.834, -2.018, -2.845)
C (1.570, -0.683, -2.720)
C (2.814, -0.724, -1.827)
C (3.901, -1.629, -2.403)
C (3.344, 0.696, -1.645)
C (-0.816, -1.992, -0.989)
O (-1.544, -1.177, -1.497)
C (0.280, -0.776, 1.344)
C (0.459, -0.012, 2.652)
C (-0.562, 2.944, 0.953)
C (-0.170, 2.739, -0.354)
H (-0.787, 1.372, -4.425)
H (-2.245, 2.159, -3.774)
H (-1.780, 0.527, -3.205)
H (-3.107, 1.668, -1.645)
H (-3.793, 2.051, 0.671)
H (-0.831, 3.848, 3.507)
H (-2.134, 3.220, 4.529)
H (0.403, 2.012, 4.094)
H (-0.969, 1.282, 4.940)
H (-2.772, 0.460, 3.207)
H (-1.740, -0.837, 3.876)
H (-2.882, -1.632, 1.862)
H (-2.273, -0.242, 0.919)
H (-1.965, -3.087, 0.464)
H (-0.273, -4.722, 0.397)
H (0.759, -3.624, 1.300)
H (-0.023, -1.899, -3.513)
H (1.494, -2.797, -3.230)
H (1.861, -0.368, -3.724)
H (0.875, 0.062, -2.328)
H (2.529, -1.111, -0.842)
H (3.595, -2.671, -2.378)
H (4.812, -1.537, -1.816)
H (4.126, -1.349, -3.430)
H (3.650, 1.111, -2.603)
H (4.203, 0.702, -0.977)
H (2.575, 1.339, -1.223)
H (1.191, -1.339, 1.126)
H (0.107, -0.042, 0.539)
H (1.307, 0.669, 2.555)
H (0.670, -0.732, 3.465)
H (0.169, 3.292, 1.665)
H (0.847, 2.941, -0.657)

---

The following is a DFT calculation (ωB97M-V with the def2-TZVPD basis set) of an isolated molecule of C22H33N3O5S.

Results
* orbital gap: 9.61 eV
* relative energy (zero: lowest compared OMol25 entry of this formula, charge and spin): 4.8 kcal per mole
* DFT total energy: -48893.8492 eV

Geometry (Å):
C (6.517, -4.781, -1.943)
C (6.800, -3.338, -1.552)
O (5.604, -2.645, -1.192)
C (4.874, -2.163, -2.221)
O (5.181, -2.271, -3.385)
N (3.772, -1.496, -1.793)
C (2.797, -1.044, -2.757)
C (1.527, -1.905, -2.662)
N (1.029, -1.891, -1.306)
C (-0.163, -1.436, -0.839)
O (-0.401, -1.451, 0.356)
C (-1.168, -0.933, -1.870)
C (-2.603, -0.981, -1.327)
C (-2.869, 0.086, -0.265)
N (-2.483, 1.382, -0.763)
S (-3.316, 2.699, -0.185)
O (-2.694, 3.863, -0.756)
O (-4.689, 2.477, -0.534)
C (-3.122, 2.678, 1.623)
C (-1.917, 3.102, 2.184)
C (-0.769, 3.660, 1.399)
C (-1.749, 3.020, 3.563)
C (-2.742, 2.534, 4.394)
C (-2.532, 2.423, 5.873)
C (-3.938, 2.143, 3.814)
C (-4.153, 2.208, 2.442)
C (-5.499, 1.786, 1.942)
C (-1.095, 1.467, -1.129)
C (-0.837, 0.508, -2.291)
C (2.017, -2.372, -0.357)
C (3.281, -1.509, -0.434)
H (5.992, -5.294, -1.141)
H (5.907, -4.806, -2.843)
H (7.453, -5.294, -2.140)
H (7.429, -3.286, -0.661)
H (7.281, -2.810, -2.381)
H (3.240, -1.125, -3.751)
H (2.555, 0.004, -2.547)
H (0.786, -1.539, -3.367)
H (1.786, -2.938, -2.928)
H (-1.127, -1.591, -2.744)
H (-2.801, -1.964, -0.896)
H (-3.287, -0.819, -2.162)
H (-3.937, 0.132, -0.052)
H (-2.321, -0.163, 0.653)
H (-1.099, 4.066, 0.451)
H (-0.285, 4.448, 1.974)
H (-0.027, 2.883, 1.218)
H (-0.813, 3.349, 3.990)
H (-1.789, 3.138, 6.214)
H (-3.463, 2.593, 6.409)
H (-2.179, 1.422, 6.121)
H (-4.734, 1.779, 4.448)
H (-5.428, 0.898, 1.319)
H (-6.155, 1.567, 2.782)
H (-5.945, 2.564, 1.329)
H (-0.901, 2.497, -1.428)
H (-0.447, 1.195, -0.283)
H (0.201, 0.598, -2.614)
H (-1.486, 0.789, -3.122)
H (1.576, -2.324, 0.639)
H (2.268, -3.411, -0.597)
H (4.052, -1.899, 0.226)
H (3.040, -0.481, -0.142)

---

The following is a DFT calculation (ωB97M-V with the def2-TZVPD basis set) of a structure of composition C22H33N3O6SiY in a non-equilibrium geometry.

Results
* orbital gap: 7.72 eV
* relative energy (zero: lowest compared OMol25 entry of this formula, charge and spin): 0.0 kcal per mole
* charge: +1
* DFT total energy: -49019.2404 eV

Geometry (Å):
Y (1.053, 1.598, -1.458)
O (0.371, 3.587, -2.339)
C (-0.753, 4.022, -2.652)
C (-1.921, 3.238, -2.747)
C (-3.090, 3.870, -3.197)
C (-4.287, 3.178, -3.398)
C (-4.301, 1.835, -3.194)
C (-3.133, 1.120, -2.810)
C (-1.917, 1.808, -2.573)
O (-0.833, 1.083, -2.307)
N (-5.458, 3.882, -3.873)
O (-5.316, 5.071, -4.083)
O (-6.505, 3.233, -3.948)
H (-0.836, 5.072, -2.923)
H (-3.154, 4.941, -3.254)
H (-5.163, 1.232, -3.299)
H (-3.153, 0.054, -2.557)
C (2.592, 2.482, -4.413)
O (2.810, 2.134, -3.040)
H (3.309, 1.974, -5.078)
H (2.743, 3.548, -4.540)
H (1.551, 2.273, -4.662)
H (3.704, 2.307, -2.704)
C (-2.222, -5.666, 2.108)
C (-0.939, -4.931, 1.865)
N (-0.791, -3.760, 2.724)
C (-0.830, -4.068, 4.187)
C (-2.006, -3.504, 4.933)
C (-0.172, -2.578, 2.313)
O (-0.302, -1.544, 2.983)
C (0.533, -2.462, 0.994)
C (1.368, -3.441, 0.427)
C (1.981, -3.191, -0.811)
C (1.783, -1.948, -1.372)
N (1.027, -0.946, -0.858)
C (0.376, -1.264, 0.274)
H (-2.165, -6.584, 1.587)
H (-3.113, -5.098, 1.678)
H (-2.323, -5.970, 3.142)
H (-0.869, -4.599, 0.788)
H (-0.145, -5.630, 1.980)
H (0.000, -3.544, 4.694)
H (-0.690, -5.145, 4.394)
H (-1.901, -2.397, 4.813)
H (-2.140, -3.746, 5.997)
H (-2.938, -3.767, 4.449)
H (1.710, -4.261, 1.124)
H (2.812, -3.847, -1.193)
H (2.296, -1.632, -2.274)
H (-0.253, -0.577, 0.773)
C (3.215, 3.445, 2.257)
Si (2.351, 2.021, 1.377)
C (2.176, 0.469, 2.515)
C (3.735, 1.651, 0.030)
C (0.776, 2.531, 0.626)
H (4.215, 3.039, 2.515)
H (2.811, 3.661, 3.248)
H (3.215, 4.363, 1.673)
H (2.742, 0.500, 3.427)
H (2.368, -0.365, 1.946)
H (1.095, 0.362, 2.746)
H (4.611, 1.318, 0.568)
H (4.070, 2.616, -0.434)
H (3.564, 1.004, -0.827)
H (0.798, 3.646, 0.485)
H (-0.144, 2.299, 1.176)

---

The following is a DFT calculation (ωB97M-V with the def2-TZVPD basis set) of a cluster of 3 separate species, C22H33N5O2Si in total in a non-equilibrium geometry.

Results
* orbital gap: 9.39 eV
* DFT total energy: -42771.8350 eV

Geometry (Å):
C (3.478, 3.767, 1.099)
C (2.591, 2.662, 0.363)
C (1.198, 3.297, -0.065)
Si (-0.076, 1.976, -0.644)
O (0.601, 0.422, -0.440)
C (-1.698, 2.133, 0.338)
C (-2.828, 1.084, -0.017)
N (-3.586, 0.834, 1.264)
N (-2.359, -0.241, -0.471)
N (-3.839, 1.594, -0.969)
O (3.294, 2.133, -0.760)
C (4.304, 1.188, -0.386)
C (3.671, -0.238, -0.194)
C (3.477, -1.184, -1.281)
C (2.828, -2.477, -0.989)
C (2.370, -2.853, 0.345)
C (2.571, -1.906, 1.454)
C (3.211, -0.638, 1.152)
H (4.504, 3.388, 1.353)
H (2.982, 3.967, 2.094)
H (3.517, 4.697, 0.476)
H (2.342, 1.899, 1.154)
H (1.351, 4.110, -0.819)
H (0.776, 3.733, 0.891)
H (-0.263, 2.159, -2.099)
H (0.595, 0.177, 0.503)
H (-1.427, 2.183, 1.428)
H (-2.122, 3.153, 0.086)
H (-2.828, 0.669, 1.943)
H (-3.980, -0.112, 1.135)
H (-1.665, -0.661, 0.143)
H (-2.087, -0.263, -1.452)
H (-4.612, 0.921, -0.884)
H (-3.504, 1.533, -1.935)
H (4.947, 1.501, 0.474)
H (4.984, 1.091, -1.282)
H (3.781, -0.953, -2.331)
H (2.652, -3.183, -1.834)
H (1.853, -3.812, 0.561)
H (2.244, -2.107, 2.499)
H (3.350, 0.112, 1.973)
C (-6.965, 3.557, 2.717)
C (-7.566, 4.751, 2.349)
C (-7.062, 5.427, 1.251)
N (-6.024, 4.997, 0.524)
C (-5.458, 3.843, 0.899)
C (-5.889, 3.088, 1.979)
H (-7.331, 2.997, 3.570)
H (-8.408, 5.148, 2.903)
H (-7.500, 6.364, 0.922)
H (-4.620, 3.519, 0.294)
H (-5.395, 2.161, 2.235)
C (3.456, -8.577, -2.248)
C (3.002, -7.842, -3.331)
C (2.764, -6.489, -3.150)
N (2.944, -5.849, -1.989)
C (3.381, -6.580, -0.959)
C (3.652, -7.937, -1.035)
H (3.655, -9.638, -2.348)
H (2.836, -8.307, -4.294)
H (2.411, -5.871, -3.969)
H (3.516, -6.036, -0.030)
H (4.006, -8.479, -0.167)